Computed, not measured: 12 unconnected molecules or ions with the total composition C93H205N11O15 at a distorted geometry, with the ωB97M-V functional and the def2-TZVPD basis.

Output
* gap between HOMO and LUMO: 8.63 eV
* HOMO level: -8.1 eV
* DFT total energy: -5396.7963 hartree
* SMILES: CC1(C)CCCC(C)(C)N1O.CC1(C)CCCC(C)(C)N1O.CC1(C)CCCC(C)(C)N1O.CC1(C)CCCC(C)(C)N1O.CC1(C)CCCC(C)(C)N1O.CC1(C)CCCC(C)(C)N1O.CC1(C)CCCC(C)(C)N1O.CC1(C)CCCC(C)(C)N1O.COCCNCCOC.COCCNCCOC.COCCNCCOC.CC(C)O

Geometry as ORCA input:
```
! RIJCOSX wB97M-V def2-TZVPD def2/J DEFGRID3
* xyz 0 1
C -3.93247 -4.18196 -5.67411
C -2.58778 -4.76219 -5.07268
C -1.89202 -5.50164 -6.19552
C -1.83572 -3.45740 -4.71382
C -0.57885 -3.65570 -3.80587
C -0.99743 -4.46526 -2.58289
C -1.61914 -5.80578 -2.97069
C -0.66403 -6.81660 -3.54007
C -2.16024 -6.43031 -1.65150
N -2.84215 -5.46363 -3.81764
O -3.50459 -6.67864 -4.20891
H -3.70033 -3.50892 -6.50998
H -4.57246 -5.02771 -5.95251
H -4.46098 -3.64462 -4.86646
H -2.16660 -6.59544 -6.15747
H -2.19277 -5.11372 -7.14613
H -0.82433 -5.45280 -6.02075
H -1.57408 -2.95231 -5.61461
H -2.56199 -2.79111 -4.19618
H 0.21037 -4.10505 -4.39680
H -0.15463 -2.62728 -3.57471
H -1.86695 -3.93645 -2.10695
H -0.22150 -4.68042 -1.82690
H -1.12520 -7.63210 -4.16355
H -0.14902 -7.34867 -2.76653
H 0.12417 -6.40354 -4.18157
H -1.33860 -6.70359 -1.01840
H -2.64028 -7.38840 -1.84889
H -2.83623 -5.75615 -1.11652
H -4.42648 -6.63413 -3.89239
C 8.89063 -2.13916 -3.34927
C 7.93359 -2.13598 -2.09453
C 8.24602 -3.39236 -1.29770
C 8.13445 -0.88269 -1.25818
C 7.49696 0.34085 -1.99433
C 5.98317 0.13982 -2.26866
C 5.78612 -1.11813 -3.11997
C 4.33199 -1.52648 -3.08104
C 6.29913 -0.89334 -4.58459
N 6.47721 -2.20007 -2.38679
O 6.22847 -3.47001 -3.11837
H 8.66516 -2.97581 -3.98103
H 8.79894 -1.27110 -3.91923
H 9.93920 -2.19762 -3.03543
H 9.18100 -3.22241 -0.77747
H 7.47647 -3.53624 -0.54597
H 8.29741 -4.17903 -1.97810
H 7.68481 -0.98604 -0.30018
H 9.21704 -0.71351 -1.10862
H 7.53144 1.28575 -1.43993
H 8.10502 0.54112 -2.88929
H 5.53502 0.99105 -2.76274
H 5.46911 0.00215 -1.30115
H 4.12846 -2.39573 -3.70067
H 3.78790 -0.68194 -3.55612
H 3.98543 -1.55095 -2.06676
H 5.57655 -0.25318 -5.06897
H 6.37599 -1.86102 -5.14206
H 7.24702 -0.31151 -4.68428
H 6.68849 -3.32657 -3.97233
C -1.58626 5.62204 3.22651
C -2.28823 5.23667 1.93076
C -1.30552 4.85816 0.80532
C -3.13171 3.93223 2.24189
C -4.02274 3.48161 1.05901
C -4.91467 4.65166 0.77547
C -4.22338 6.03211 0.51086
C -3.56482 5.98374 -0.89244
C -5.29332 7.09170 0.60275
N -3.24572 6.32295 1.59065
O -2.54711 7.48529 1.21839
H -0.93777 6.44229 3.11235
H -2.35580 5.92846 3.95476
H -0.97234 4.78490 3.55865
H -1.71125 4.28362 -0.06260
H -0.71680 5.74694 0.47634
H -0.54980 4.22834 1.31481
H -2.49256 3.01978 2.55208
H -3.78400 4.21946 3.06006
H -3.51859 3.18866 0.11575
H -4.59011 2.59858 1.25818
H -5.56231 4.74985 1.65896
H -5.63200 4.40556 -0.05418
H -4.04712 6.67666 -1.56336
H -3.65966 5.01677 -1.25761
H -2.49785 6.18636 -0.81014
H -4.91735 8.09847 0.45663
H -5.66725 7.08951 1.61885
H -6.06184 6.88169 -0.16228
H -2.82892 8.21794 1.78707
C -9.57044 3.87685 -2.14556
C -8.53604 3.01651 -2.77396
C -9.13091 2.24750 -4.02799
C -7.51027 3.98322 -3.36320
C -6.15824 3.36831 -3.70126
C -5.66708 2.54417 -2.54173
C -6.65650 1.48116 -2.03393
C -6.71073 0.23782 -2.97521
C -6.06047 1.01703 -0.56752
N -7.91777 2.12787 -1.79543
O -8.86449 1.11835 -1.32451
H -9.30811 4.38968 -1.19711
H -9.73906 4.72738 -2.76879
H -10.60101 3.50773 -2.08214
H -9.67939 3.03799 -4.53723
H -8.33908 1.86854 -4.66526
H -9.89491 1.52106 -3.65414
H -7.98467 4.46035 -4.20783
H -7.38697 4.79629 -2.61826
H -6.23644 2.61847 -4.51147
H -5.35087 4.11264 -3.95958
H -5.44488 3.17071 -1.64113
H -4.80112 2.00375 -2.89119
H -5.77355 -0.31635 -2.93261
H -6.95942 0.50158 -3.97859
H -7.48043 -0.40112 -2.53415
H -6.66333 0.23384 -0.15112
H -6.11768 1.87839 0.09838
H -5.01157 0.74534 -0.71195
H -9.18378 1.51150 -0.48034
C 1.85473 1.63604 -1.70838
C 1.08787 0.80641 -0.59877
C 2.07278 -0.15231 -0.01637
C 0.60624 1.79807 0.49193
C -0.30083 1.12976 1.57298
C -1.44010 0.56717 0.77915
C -1.06628 -0.48379 -0.27893
C -0.64343 -1.71301 0.45006
C -2.35201 -0.76926 -1.05891
N -0.11778 0.15323 -1.19463
O 0.30825 -0.80062 -2.13680
H 2.84477 1.80918 -1.28806
H 1.99043 1.12716 -2.62391
H 1.39676 2.66828 -1.90669
H 2.23755 -0.88856 -0.77561
H 3.06251 0.35080 0.16114
H 1.72007 -0.68821 0.90816
H 1.50487 2.28495 1.00375
H 0.16356 2.69172 -0.00545
H 0.27259 0.27630 2.06345
H -0.66597 1.83349 2.32824
H -2.01179 1.36947 0.22220
H -2.21047 0.02425 1.35788
H -0.22040 -2.50081 -0.16071
H -1.53848 -2.15886 0.96523
H 0.08875 -1.54391 1.18877
H -3.13274 -0.90652 -0.31485
H -2.25286 -1.69627 -1.61326
H -2.60460 0.10599 -1.70694
H 0.06426 -0.40308 -3.00167
C -4.26319 -4.23171 2.69883
C -4.99963 -3.12067 3.59033
C -6.46160 -2.87932 3.02848
C -5.17884 -3.68142 5.01344
C -3.87182 -3.69245 5.77898
C -3.39900 -2.21730 5.91891
C -3.19248 -1.55206 4.46931
C -3.00541 -0.08401 4.73083
C -1.86680 -2.14572 3.97081
N -4.34430 -1.80437 3.64314
O -4.01828 -1.48482 2.28625
H -4.65764 -5.19517 2.98003
H -3.17483 -4.28550 2.97123
H -4.24970 -4.02875 1.62779
H -7.03129 -2.38341 3.78246
H -6.93867 -3.87441 2.85983
H -6.43901 -2.28177 2.11340
H -5.87815 -2.96056 5.51779
H -5.63654 -4.71791 4.98149
H -3.14350 -4.35995 5.36252
H -4.08860 -4.12821 6.74131
H -2.45944 -2.12233 6.40718
H -4.08233 -1.54784 6.40119
H -3.76882 0.39743 5.36276
H -2.09087 -0.00454 5.31504
H -2.88161 0.40628 3.71891
H -1.15555 -2.03892 4.81177
H -1.92503 -3.21172 3.68877
H -1.43691 -1.55899 3.21040
H -4.47247 -0.67301 1.98316
C 2.31269 -1.41964 6.77154
C 2.99168 -0.99602 5.41696
C 2.11971 -1.62413 4.30465
C 3.03781 0.55147 5.29388
C 4.11422 1.23499 6.16139
C 5.42632 0.55632 5.94510
C 5.42115 -0.94888 6.14773
C 6.74637 -1.49765 5.64087
C 5.32634 -1.33953 7.59906
N 4.29985 -1.54699 5.28962
O 4.21946 -2.99511 5.45402
H 2.34314 -2.50482 6.89741
H 2.87681 -0.92384 7.51343
H 1.23929 -1.09474 6.91816
H 1.06577 -1.24448 4.29328
H 2.46803 -1.29611 3.32321
H 2.05483 -2.73822 4.39193
H 3.34950 0.77188 4.24168
H 2.02713 0.98185 5.41976
H 4.18406 2.31197 5.75510
H 3.80528 1.20162 7.22084
H 6.23078 0.97539 6.55587
H 5.74884 0.81351 4.96105
H 6.69496 -2.59721 5.88415
H 7.67215 -1.14733 6.14207
H 6.87985 -1.40139 4.55276
H 4.68493 -0.68832 8.12917
H 6.27663 -1.21579 8.03626
H 4.96493 -2.34164 7.68670
H 4.38135 -3.25258 4.54715
C 5.05303 -5.46409 0.58456
C 4.25784 -4.43856 1.46503
C 5.24994 -3.55308 2.30475
C 3.47419 -3.51516 0.41160
C 2.27297 -4.23561 -0.17724
C 1.23640 -4.62765 0.95764
C 1.92173 -5.60736 1.99243
C 1.01801 -5.75420 3.24784
C 2.07042 -7.01439 1.36446
N 3.21379 -5.07242 2.44251
O 3.93763 -6.03055 3.22069
H 4.38547 -5.82049 -0.22011
H 5.94200 -4.97371 0.13944
H 5.44559 -6.23988 1.19236
H 4.84984 -2.58562 2.50820
H 5.62684 -3.93154 3.22777
H 6.12421 -3.47931 1.59020
H 3.20559 -2.59712 0.90652
H 4.26902 -3.28307 -0.31495
H 1.78009 -3.57663 -0.92196
H 2.56599 -5.09818 -0.73563
H 0.30400 -5.00776 0.54626
H 0.95201 -3.71756 1.47013
H -0.02500 -5.91657 2.86176
H 1.05321 -4.83568 3.93103
H 1.20690 -6.69661 3.68833
H 1.06888 -7.21024 1.02000
H 2.32426 -7.72848 2.15478
H 2.65505 -7.01278 0.43274
H 3.60124 -5.79828 4.09580
C 1.17739 7.64188 0.75167
O 2.04328 7.23515 -0.26266
C 1.74466 5.96849 -0.76243
C 2.78998 5.60045 -1.76164
N 4.07740 5.32223 -1.12522
C 5.19616 5.11610 -2.09201
C 5.29402 3.62748 -2.39429
O 6.22728 3.27720 -3.35949
C 5.83630 3.39487 -4.68417
H 1.31638 6.95132 1.62262
H 0.14362 7.68503 0.55367
H 1.45261 8.61999 1.13614
H 0.78229 5.96087 -1.20269
H 1.72436 5.29358 0.07540
H 2.81998 6.55559 -2.32559
H 2.39598 4.76495 -2.35429
H 4.30640 6.12753 -0.52962
H 6.09995 5.47812 -1.62214
H 5.07233 5.62988 -3.02865
H 4.28893 3.32389 -2.65249
H 5.55476 3.20854 -1.44242
H 6.64866 2.97763 -5.34572
H 5.61193 4.40979 -5.08781
H 4.88289 2.81083 -4.81132
C 1.80600 3.20181 -5.86018
O 2.38338 2.00880 -5.30940
C 1.97236 0.87388 -6.07406
C 0.50662 0.72300 -6.11720
N -0.05243 0.79657 -4.75867
C -1.50916 1.00684 -4.70775
C -1.82229 2.27666 -3.93719
O -1.46303 3.43966 -4.64142
C -1.93081 4.66504 -4.01174
H 2.10354 4.05167 -5.19707
H 0.73111 3.19089 -5.73589
H 2.14483 3.23541 -6.92617
H 2.43324 0.04009 -5.57577
H 2.31337 1.17673 -7.05804
H 0.19426 -0.21709 -6.56672
H 0.11574 1.44172 -6.80778
H 0.35766 1.65164 -4.25134
H -1.91584 0.11577 -4.10992
H -2.07446 1.12428 -5.63775
H -1.24043 2.27764 -3.00961
H -2.90479 2.36301 -3.67063
H -3.03309 4.63977 -4.02257
H -1.53426 5.38225 -4.75492
H -1.63820 4.83351 -3.02115
C 5.70899 1.54855 2.14596
O 5.23111 2.82921 2.57196
C 4.26843 3.42193 1.71914
C 3.54815 4.59307 2.41789
N 2.91243 4.26756 3.69299
C 1.71304 3.50256 3.60972
C 0.98126 3.48565 4.94825
O -0.22520 2.77770 4.74484
C -1.03452 2.73085 5.92897
H 5.88842 1.57833 1.04141
H 4.89041 0.86433 2.31353
H 6.62003 1.24635 2.65463
H 3.54439 2.65445 1.40141
H 4.82848 3.79029 0.85531
H 2.68805 4.96928 1.89633
H 4.28361 5.40044 2.66460
H 3.61971 3.77056 4.23832
H 1.95030 2.44325 3.28891
H 0.92849 3.94594 2.91429
H 0.78592 4.53253 5.18042
H 1.54024 3.07197 5.77457
H -0.62531 2.28122 6.86582
H -1.97402 2.27702 5.66350
H -1.31980 3.79452 6.11698
C -4.68801 -2.97890 -0.77773
C -5.56869 -4.10148 -1.24362
C -7.02047 -3.67268 -1.26654
O -5.31953 -4.58292 -2.54035
H -5.00203 -2.41833 0.08769
H -4.64859 -2.19348 -1.54678
H -3.62425 -3.35879 -0.63470
H -5.37111 -4.91847 -0.55872
H -7.13682 -2.79002 -1.85647
H -7.44349 -3.58839 -0.25373
H -7.63827 -4.40823 -1.84335
H -4.37303 -4.67947 -2.73237
*
```